Computed, not measured: the ion C4H8N3O with charge +1 at a distorted geometry, with ωB97M-V with the def2-TZVPD basis set.

The geometry in XYZ format:
```
16
Properties=species:S:1:pos:R:3:forces:R:3:mulliken_charge:R:1
C 0.441895 0.678098 -0.034422 -0.0505 2.8344 0.9335 0.295
C 1.641578 -0.095158 0.034072 -1.1377 3.4924 -1.0446 0.550
C 2.904231 0.695987 -0.013466 0.1377 -3.0863 0.2258 -1.321
C -2.945788 -0.744454 -0.145150 0.7179 -3.0859 0.8377 -0.637
N 0.476329 -2.021258 0.112662 -2.5379 -1.0047 0.4981 -0.079
N -0.688965 0.090210 0.029459 -2.0491 -3.4614 -1.1210 0.072
N -1.982820 0.295230 0.085331 3.1883 0.2172 -0.8074 -0.317
O 1.497917 -1.387197 -0.027164 2.5834 0.5684 -0.4250 -0.005
H 0.479725 1.842565 -0.063862 0.3339 -2.1100 -0.0339 0.262
H 3.514316 0.710421 -0.866781 0.4369 -1.0029 -1.8983 0.366
H 2.729361 1.696612 0.054695 -0.9705 2.6530 1.0514 0.367
H 3.553451 0.320624 0.726213 0.8821 -0.0191 1.3105 0.366
H -3.801763 -0.418625 -0.783342 0.6916 -0.0520 0.8421 0.284
H -2.346233 -1.581714 -0.722969 -1.4885 1.5205 1.3212 0.278
H -3.235665 -1.119206 0.962265 0.1297 0.5113 -2.8199 0.287
H -2.237568 1.037860 0.652457 -0.8674 2.0251 1.1297 0.232
```
Positions in Å, forces in eV/Å.

Output
- spin multiplicity = 1
- relative energy (zero: lowest compared OMol25 entry of this formula, charge and spin) (kcal per mole) = 223.0
- lowest unoccupied orbital energy (alpha / beta) (Ha) = -0.2287 / -0.2004
- calculated total energy (eV) = -10780.633
- total charge = +1
- Kohn-Sham gap (alpha / beta) (eV) = 7.66 / 7.85
- max |F| (Eh/bohr) = 0.08120


Computed, not measured: a cluster of 2 separate species, C3H8O in total at a distorted geometry, with ωB97M-V with the def2-TZVPD basis set.

The geometry in XYZ format:
```
12
Properties=species:S:1:pos:R:3:forces:R:3:mulliken_charge:R:1
C -1.005572 0.046973 0.915293 0.2821 0.2261 -0.7584 -0.826
C -0.262762 -0.572316 0.004961 0.4282 -1.0331 0.3653 0.200
C -0.487957 -0.962426 -1.423087 -0.0015 0.8845 0.1260 -0.997
H -0.551576 0.229511 1.877996 -0.3376 -0.0408 0.2466 0.293
H -1.975190 0.467077 0.687722 -0.1127 0.0271 0.0878 0.250
H 0.669939 -1.000008 0.368062 0.1982 0.3213 0.0804 0.229
H 0.175297 -0.345077 -2.039742 -0.1270 0.0246 -0.0535 0.247
H -0.148781 -1.979677 -1.598707 -0.3331 -0.1951 0.0442 0.283
H -1.512538 -0.784487 -1.742350 -0.0336 -0.2166 -0.1271 0.315
O 1.995776 1.845731 0.894285 0.1780 0.9869 -0.6446 -0.642
H 2.013914 1.097100 1.470147 -0.2188 -0.6949 0.4627 0.307
H 1.089451 1.957599 0.585420 0.0779 -0.2900 0.1707 0.340
```
Positions in Å, forces in eV/Å.

Output
- spin multiplicity = 1
- relative energy (zero: lowest compared OMol25 entry of this formula, charge and spin) (kcal per mole) = 18.9
- lowest unoccupied orbital energy (Ha) = 0.0364
- calculated total energy (eV) = -5287.329
- Kohn-Sham gap (eV) = 10.93
- max |F| (Eh/bohr) = 0.02318


Computed, not measured: a structure of composition C2H2N2O2 at a distorted geometry, with ωB97M-V with the def2-TZVPD basis set.

The geometry in XYZ format:
```
8
Properties=species:S:1:pos:R:3:forces:R:3:mulliken_charge:R:1
O 2.593250 0.199410 0.172838 -0.5198 -0.2750 0.0421 -0.397
C 1.736465 -0.579542 0.280341 0.8968 -0.6144 0.0632 0.764
N -0.175655 1.028766 0.136345 -0.0842 0.2997 -0.0139 -0.609
C -0.912697 0.048260 0.214180 1.5020 -0.0973 0.0446 0.681
N -1.399213 -1.075295 0.310179 -2.5375 2.1122 -0.2559 -0.536
O 0.982053 -1.463614 0.397659 1.1273 0.4245 -0.0446 -0.445
H -0.547405 1.949549 0.033457 0.0029 0.4124 -0.0454 0.227
H -2.213548 -0.132219 0.200741 -0.3875 -2.2622 0.2100 0.315
```
Positions in Å, forces in eV/Å.

Output
- spin multiplicity = 1
- relative energy (zero: lowest compared OMol25 entry of this formula, charge and spin) (kcal per mole) = 55.6
- lowest unoccupied orbital energy (Ha) = 0.0089
- calculated total energy (eV) = -9179.377
- Kohn-Sham gap (eV) = 10.30
- max |F| (Eh/bohr) = 0.06440


Computed, not measured: a structure of composition C34H29BaF4INO2SbSi at a distorted geometry, with ωB97M-V with the def2-TZVPD basis set.

The geometry in XYZ format:
```
74
Properties=species:S:1:pos:R:3:forces:R:3:mulliken_charge:R:1
Ba -5.209663 -22.738540 -2.298008 1.0819 0.8161 0.1228 1.716
C -2.632686 -19.205599 -0.510818 1.1924 1.1565 1.3889 -0.703
Si -2.874246 -20.963399 0.051343 0.1093 -1.2311 -0.9763 0.174
C -1.797070 -21.424734 1.489712 0.0476 0.0310 0.8588 -1.033
C -4.592201 -21.357393 0.675029 -1.5526 0.1898 -0.8994 -0.915
N -2.757552 -22.053148 -1.305675 -0.2331 1.2490 -0.2861 -0.307
C -1.672459 -22.037475 -2.133923 1.0135 -1.0184 0.0935 0.306
C -0.349572 -21.483870 -1.821842 -1.3899 -0.7018 -1.0906 -0.122
C 0.756662 -21.887285 -2.563748 0.1769 -0.3553 -0.6191 -0.798
C 0.616864 -22.828681 -3.609885 1.1383 0.4788 0.2304 -0.570
C -0.622559 -23.322487 -3.986712 -0.4878 1.4219 0.1454 -0.713
C -1.707940 -22.819967 -3.343211 0.1593 0.9791 1.7582 0.322
F -2.967322 -23.144398 -3.840163 -0.2614 -0.2320 0.2330 -0.317
H -2.739242 -18.545906 0.411030 -0.0407 -0.4656 -1.1930 0.304
H -3.333811 -18.920941 -1.271082 -0.5990 0.2572 -0.2867 0.280
H -1.619777 -18.962471 -0.940360 -0.8869 -0.4685 0.5087 0.134
H -0.920315 -21.855267 1.043112 0.6604 -0.3980 -0.0626 0.337
H -2.265918 -22.203095 2.131024 0.2349 0.4467 -0.4502 0.291
H -1.445884 -20.613719 2.147756 -0.2627 -0.1382 -0.2407 0.380
H -4.792426 -20.814540 1.590421 -0.1424 0.0874 0.3089 0.318
H -4.682089 -22.457290 0.915780 -0.0470 1.0612 -0.4571 0.258
H -5.417653 -20.976913 -0.054014 1.0001 -0.7849 1.1289 0.029
H -0.325988 -20.711206 -1.066382 0.3697 -0.2122 0.2209 0.371
H 1.790559 -21.502406 -2.400667 -1.0741 -0.1737 0.1421 0.407
H 1.510238 -23.052269 -4.190076 -0.2445 -0.2402 0.1280 0.316
H -0.886751 -23.862672 -4.858797 0.5381 -0.8138 -0.7916 0.434
I -8.913894 -31.156882 -2.213610 0.6019 -0.1250 0.3619 0.085
C -7.876962 -29.334531 -2.130580 -0.0294 1.0816 -0.5406 -0.096
C -6.625227 -29.034841 -1.572828 -0.2869 -0.2017 -0.1728 -0.261
C -6.124402 -27.731043 -1.560516 -0.7603 1.1003 -0.1415 -0.288
C -6.907056 -26.673967 -2.108937 -0.1072 -1.5196 -1.0826 0.247
C -8.106470 -26.997134 -2.795693 0.2446 -0.6594 0.5811 -0.592
C -8.580414 -28.319589 -2.771727 0.5894 1.1728 1.0165 -0.449
C -6.408334 -25.272896 -2.103796 0.0551 -0.4150 1.3526 1.026
O -7.104748 -24.417784 -2.718460 0.6182 0.1295 0.0378 -0.928
O -5.356331 -25.009256 -1.390518 -1.2717 -0.2812 -1.1475 -1.035
H -6.069856 -29.840944 -1.149414 0.4561 -0.3186 0.3161 0.411
H -5.157904 -27.418642 -1.112043 -0.7783 -0.6362 -0.2764 0.339
H -8.763115 -26.294410 -3.323015 0.7061 0.1412 0.5058 0.302
H -9.599347 -28.459707 -3.040447 -0.4908 -0.3631 -0.7285 0.344
F 2.228208 -10.484266 -3.068711 -0.2102 -0.4737 0.4151 -0.318
C 2.165481 -11.805619 -2.724247 -1.3781 0.3822 -0.2099 0.341
C 1.136846 -12.264124 -1.862356 1.3423 0.0482 -1.4538 -0.597
C 1.151866 -13.652740 -1.634949 0.2537 1.4969 0.4888 -0.552
C 2.031492 -14.506999 -2.271790 0.5363 -0.5933 -0.1944 -0.203
C 3.014020 -13.992788 -3.153240 -1.3194 0.3433 0.3017 -0.052
C 3.046938 -12.634346 -3.414447 -0.5673 -0.3466 1.4460 -0.695
Sb 1.440515 -16.596989 -2.289651 1.3464 0.0144 0.6579 0.678
C 1.531451 -16.493833 -4.413805 1.2283 -1.0914 -0.1177 0.083
C 2.428994 -17.233351 -5.218468 -1.5196 0.7440 -1.4988 -0.212
C 2.272967 -17.034485 -6.624238 0.9564 -1.2385 -0.2391 -0.414
C 1.429595 -16.093507 -7.167354 -0.5594 0.6926 -0.6714 0.205
F 1.349945 -15.902209 -8.553134 0.2552 -0.4324 1.9007 -0.321
C 0.623766 -15.320207 -6.340116 -0.8848 1.1601 -0.3329 -0.447
C 0.653159 -15.577589 -4.984291 0.0598 0.0582 0.4479 -0.495
C 3.471900 -17.464513 -1.929479 -0.9539 1.5709 0.1877 -0.203
C 4.490594 -16.721377 -1.331583 0.9376 -2.2792 -0.4279 -0.437
C 5.801429 -17.311198 -1.274448 -1.0047 1.7727 0.9351 -0.503
C 5.994694 -18.586324 -1.659193 -0.9957 -1.2193 -2.1168 0.215
F 7.229393 -19.119848 -1.718562 0.0266 0.0139 0.4211 -0.312
C 4.944800 -19.319509 -2.276709 1.5249 0.4073 1.0640 -0.495
C 3.718489 -18.752731 -2.385512 -1.1458 -0.2284 -0.5342 -0.267
H 0.292726 -11.638715 -1.535486 0.8844 -0.1209 0.1313 0.420
H 0.535294 -13.935264 -0.801307 -0.6141 -0.7972 -0.2055 0.385
H 3.663453 -14.615382 -3.732606 0.2106 -0.5485 -0.0578 0.481
H 3.721187 -12.214752 -4.116160 0.5429 0.3907 -0.4590 0.454
H 3.151741 -18.003051 -4.901310 -0.5753 0.6623 0.1548 0.414
H 2.787156 -17.705721 -7.337864 -0.0435 0.5895 0.5151 0.344
H -0.043306 -14.474018 -6.667236 0.8535 -1.2368 -0.1271 0.329
H 0.004916 -15.007290 -4.304968 0.1885 -0.1098 -0.4507 0.325
H 4.323049 -15.799057 -0.827871 -0.1103 0.7900 -0.1362 0.528
H 6.637539 -16.733703 -0.904572 0.0201 0.0079 0.1397 0.409
H 5.136502 -20.299219 -2.636450 0.2079 -0.7271 -0.2535 0.463
H 2.906466 -19.321603 -2.870669 0.4595 0.2514 0.2830 0.443
```
Positions in Å, forces in eV/Å.

Output
- spin multiplicity = 1
- relative energy (zero: lowest compared OMol25 entry of this formula, charge and spin) (kcal per mole) = 8.0
- lowest unoccupied orbital energy (Ha) = -0.0236
- calculated total energy (eV) = -75393.783
- Kohn-Sham gap (eV) = 6.23
- max |F| (Eh/bohr) = 0.05130


Question: What is the calculated total energy in the first record?
Answer: -10780.633 eV


Question: What is the formula in the third record?
Answer: C2H2N2O2